Version a
{"formula": "C3H5N2", "method": "ωB97M-V/def2-TZVPD", "species": ["C", "C", "C", "N", "N", "H", "H", "H", "H", "H"], "positions_angstrom": [[-0.202, -1.117, -0.222], [0.711, 1.057, -0.586], [-0.843, -0.809, 0.901], [0.844, -0.150, -0.747], [0.140, 2.089, -0.311], [0.030, -2.003, -0.789], [1.281, -1.002, -0.807], [-1.417, -1.332, 1.708], [-0.710, 0.207, 1.249], [0.167, 3.062, -0.395]], "homo_lumo_gap_ev": [7.1, 7.1], "charge": 1, "e_lumo_ev": [-4.6589, -9.1651], "s_squared": 2.03, "spin_multiplicity": 3}



Version b
{"formula": "C3H5N2", "method": "ωB97M-V/def2-TZVPD", "species": ["C", "C", "C", "N", "N", "H", "H", "H", "H", "H"], "positions_angstrom": [[-1.308, -0.291, -0.552], [-0.834, 0.041, 0.759], [0.667, -0.009, 0.314], [-0.532, 0.131, -1.593], [0.648, 0.104, -1.189], [-1.044, 1.100, 1.024], [-1.221, -0.611, 1.632], [1.407, 0.612, 0.878], [0.854, -1.142, 0.632], [1.363, 0.065, -1.904]], "homo_lumo_gap_ev": [9.6, 9.7], "charge": 1, "e_lumo_ev": [-5.3166, -7.7836], "s_squared": 2.02, "spin_multiplicity": 3}



Version c
{"formula": "C3H5N2", "method": "ωB97M-V/def2-TZVPD", "species": ["C", "C", "C", "N", "N", "H", "H", "H", "H", "H"], "positions_angstrom": [[1.641, -0.671, 0.014], [-0.892, -0.208, -0.048], [0.014, 0.926, -0.109], [-0.127, -1.352, 0.021], [1.282, 0.632, 0.058], [-1.296, -0.077, 1.002], [-1.701, -0.218, -0.827], [-0.367, 1.879, -0.017], [-0.405, -2.411, -0.078], [1.851, 1.502, -0.016]], "homo_lumo_gap_ev": [9.1, 7.5], "charge": 1, "e_lumo_ev": [-4.2195, -7.7421], "s_squared": 2.02, "spin_multiplicity": 3}



Winner for stability: version b



Version a
{"formula": "CH4IO2PS", "method": "ωB97M-V/def2-TZVPD", "species": ["C", "O", "P", "I", "O", "S", "H", "H", "H", "H"], "positions_angstrom": [[1.070, -0.914, 0.505], [-0.309, -0.562, 0.400], [-0.887, 0.707, -0.349], [-3.252, -0.949, -0.075], [0.558, 1.517, -0.633], [-0.328, 2.722, 0.237], [1.493, -1.111, -0.478], [1.090, -1.819, 1.112], [1.644, -0.128, 0.995], [-1.078, 0.536, -1.714]], "smiles": "CO[PH]1(I)OS1", "homo_lumo_gap_ev": 6.8, "e_lumo_ev": -2.2190, "spin_multiplicity": 1}



Version b
{"formula": "CH4IO2PS", "method": "ωB97M-V/def2-TZVPD", "species": ["C", "O", "S", "O", "P", "I", "H", "H", "H", "H"], "positions_angstrom": [[-0.581, 1.311, -0.517], [0.442, 0.399, -0.482], [1.979, 1.001, 0.153], [1.767, 1.555, 1.496], [3.125, -0.669, -0.003], [2.164, 2.860, -1.402], [-1.511, 0.797, -0.591], [-0.445, 1.728, -1.550], [-0.503, 2.011, 0.349], [2.687, -0.564, -1.223]], "smiles": "CO[S@@](=O)(=P)I", "homo_lumo_gap_ev": 6.9, "e_lumo_ev": -1.6983, "spin_multiplicity": 1}



Winner for stability: version a



Version a
{"formula": "C5H10O3", "method": "ωB97M-V/def2-TZVPD", "species": ["C", "C", "C", "C", "C", "O", "O", "H", "H", "H", "H", "H", "H", "H", "H", "O", "H", "H"], "positions_angstrom": [[0.229, 1.634, -0.397], [0.174, 0.393, 0.045], [-0.147, -0.049, 1.441], [1.105, -0.645, 2.197], [2.208, -1.116, 1.303], [3.205, -0.534, 0.986], [1.910, -2.369, 0.819], [0.008, 2.510, 0.193], [0.427, 1.926, -1.425], [0.353, -0.434, -0.644], [-0.900, -0.820, 1.396], [-0.468, 0.797, 2.039], [0.769, -1.410, 2.897], [1.536, 0.169, 2.768], [2.675, -2.923, 0.626], [-4.623, 0.714, -4.613], [-3.814, 0.997, -4.157], [-4.648, 1.157, -5.474]], "smiles": "C=CCCC(=O)O.O", "homo_lumo_gap_ev": 10.6, "e_lumo_ev": 0.7135, "spin_multiplicity": 1}



Version b
{"formula": "C5H10O3", "method": "ωB97M-V/def2-TZVPD", "species": ["C", "C", "C", "O", "H", "H", "H", "H", "H", "H", "C", "C", "O", "O", "H", "H", "H", "H"], "positions_angstrom": [[0.717, 0.516, 0.699], [1.540, -0.329, 1.662], [-0.972, -0.208, 0.996], [-1.053, -1.398, 1.175], [-1.396, 0.576, 1.637], [0.584, 1.542, 1.051], [1.301, 0.611, -0.218], [2.562, 0.056, 1.732], [1.597, -1.363, 1.313], [1.108, -0.353, 2.665], [-0.246, -0.668, -2.047], [-0.629, 0.620, -1.404], [-1.950, 0.330, -0.561], [-0.419, 1.759, -1.693], [-2.294, 1.224, -0.383], [-0.908, -0.841, -2.897], [0.788, -0.580, -2.384], [-0.329, -1.494, -1.342]], "homo_lumo_gap_ev": 9.4, "e_lumo_ev": 0.5758, "spin_multiplicity": 1}



Version c
{"formula": "C5H10O3", "method": "ωB97M-V/def2-TZVPD", "species": ["C", "C", "C", "C", "O", "C", "O", "O", "H", "H", "H", "H", "H", "H", "H", "H", "H", "H"], "positions_angstrom": [[0.750, -0.900, 1.664], [0.606, -0.482, 0.206], [1.943, -0.043, -0.390], [-0.456, 0.543, 0.043], [-0.270, 1.745, 0.660], [-1.437, 0.307, -0.853], [-2.211, 1.381, -1.293], [-2.022, -0.924, -1.091], [1.470, -1.711, 1.756], [1.105, -0.057, 2.256], [-0.205, -1.220, 2.075], [0.153, -1.239, -0.550], [2.304, 0.834, 0.144], [2.679, -0.840, -0.295], [1.835, 0.205, -1.444], [-0.998, 2.327, 0.405], [-3.143, 1.132, -1.249], [-2.104, -1.058, -2.045]], "smiles": "CC(C)C(O)=C(O)O", "homo_lumo_gap_ev": 8.4, "e_lumo_ev": 0.4642, "spin_multiplicity": 1}



Winner for stability: version a



Version a
{"formula": "C5H15NO2", "method": "ωB97M-V/def2-TZVPD", "species": ["C", "C", "C", "C", "N", "C", "H", "H", "H", "H", "H", "H", "H", "H", "H", "H", "H", "O", "H", "H", "O", "H", "H"], "positions_angstrom": [[3.416, 0.885, -0.086], [2.209, 0.405, -0.359], [0.948, 0.819, 0.353], [-0.221, -0.142, 0.137], [-1.529, 0.450, -0.071], [-1.953, 1.396, 0.939], [3.584, 1.628, 0.687], [4.271, 0.639, -0.696], [2.113, -0.306, -1.165], [1.177, 0.974, 1.403], [0.682, 1.810, -0.025], [-0.063, -0.810, -0.709], [-0.260, -0.830, 0.972], [-1.558, 0.930, -0.957], [-2.930, 1.787, 0.713], [-1.273, 2.254, 1.054], [-2.079, 0.948, 1.930], [-1.659, -0.694, -3.551], [-2.103, 0.090, -3.220], [-1.906, -1.424, -2.977], [-0.356, -3.941, 1.873], [0.544, -3.588, 1.913], [-1.053, -3.280, 1.840]], "smiles": "C=CCCNC.O.O", "homo_lumo_gap_ev": 9.8, "e_lumo_ev": 0.6957, "spin_multiplicity": 1}



Version b
{"formula": "C5H15NO2", "method": "ωB97M-V/def2-TZVPD", "species": ["C", "C", "C", "C", "N", "C", "H", "H", "H", "H", "H", "H", "H", "H", "H", "H", "H", "O", "H", "H", "O", "H", "H"], "positions_angstrom": [[2.375, -2.438, -2.107], [1.309, -1.680, -1.800], [1.162, -0.196, -1.718], [-0.345, 0.149, -1.495], [-0.596, 1.311, -0.649], [0.063, 1.072, 0.666], [3.380, -2.245, -2.295], [2.229, -3.561, -2.235], [0.355, -2.204, -1.826], [1.962, 0.354, -1.132], [1.558, 0.310, -2.753], [-0.726, 0.266, -2.576], [-0.937, -0.624, -1.002], [-0.348, 2.156, -1.111], [0.147, 2.055, 1.262], [1.043, 0.670, 0.530], [-0.724, 0.443, 1.149], [-2.988, 2.114, 1.521], [-2.490, 1.606, 0.971], [-2.429, 2.657, 2.053], [-0.173, -0.872, 4.061], [-0.005, -1.426, 3.180], [-0.939, -1.012, 4.399]], "smiles": "C=CCCNC.O.O", "homo_lumo_gap_ev": 9.9, "e_lumo_ev": 0.6822, "spin_multiplicity": 1}



Version c
{"formula": "C5H15NO2", "method": "ωB97M-V/def2-TZVPD", "species": ["C", "N", "C", "C", "C", "C", "O", "H", "H", "H", "H", "H", "H", "H", "H", "H", "H", "H", "H", "H", "O", "H", "H"], "positions_angstrom": [[1.516, -1.615, -0.112], [0.576, -1.677, 1.024], [0.261, -0.358, 1.616], [-1.179, 0.071, 1.411], [-1.476, 0.569, -0.002], [-1.397, 2.071, -0.123], [-2.797, 0.105, -0.333], [1.103, -1.121, -0.996], [1.773, -2.649, -0.366], [2.430, -1.136, 0.219], [-0.286, -2.104, 0.689], [0.958, 0.378, 1.214], [0.454, -0.448, 2.685], [-1.870, -0.724, 1.669], [-1.384, 0.887, 2.105], [-0.765, 0.117, -0.696], [-0.397, 2.467, 0.054], [-1.730, 2.431, -1.093], [-2.026, 2.567, 0.622], [-3.089, 0.505, -1.166], [2.778, -0.257, -2.954], [2.914, 0.615, -2.552], [3.635, -0.692, -2.915]], "smiles": "CNCC[C@H](C)O.O", "homo_lumo_gap_ev": 9.2, "e_lumo_ev": 0.6693, "spin_multiplicity": 1}



Winner for stability: version c